# 1
Here is the molecule C18H20N6O2 from OMol25. Energies are from ωB97M-V/def2-TZVPD.

Values from the calculation:
LUMO: 0.8 eV
SMILES: CCc1ccccc1Nc1nc(N)nc(COC(=O)c2cccn2C)n1
energy relative to the best compared isomer or geometry (same formula, charge and spin): 0.0 kJ/mol
HOMO-LUMO gap: 8.966 eV

Geometry as XYZ:
```
46
Properties=species:S:1:pos:R:3:forces:R:3:nbo_charge:R:1
C -2.051708 -2.595896 -3.349776 -0.1 0.2 0.0 -0.5988
C -1.779970 -1.122705 -3.031849 0.1 -0.2 0.0 -0.4409
C -0.430448 -0.943128 -2.388054 -0.2 0.1 0.1 0.0261
C 0.663154 -0.617398 -3.177691 0.1 0.0 0.1 -0.2324
C 1.927244 -0.463365 -2.636295 0.1 0.0 -0.1 -0.2355
C 2.111513 -0.642439 -1.276647 0.0 0.0 -0.1 -0.1959
C 1.038905 -0.966757 -0.468236 0.1 -0.1 0.0 -0.2306
C -0.234338 -1.118048 -1.010373 0.5 0.2 -0.3 0.1238
N -1.321980 -1.468392 -0.208109 -0.4 -0.2 -0.3 -0.5727
C -1.529048 -1.202650 1.098264 -0.3 0.1 0.7 0.6166
N -2.714217 -1.590167 1.577529 -0.2 -0.1 -0.1 -0.5856
C -2.925348 -1.292781 2.856252 0.4 0.1 -0.2 0.5946
N -4.064577 -1.724602 3.423396 -0.2 -0.1 0.1 -0.7762
N -2.082812 -0.596393 3.633455 0.1 0.2 0.4 -0.5727
C -0.951306 -0.256888 3.044989 -0.3 -0.3 -0.1 0.4780
C 0.018979 0.580427 3.836630 -0.3 0.2 0.2 -0.1234
O 1.108863 0.991698 3.040465 0.2 0.0 0.0 -0.4946
C 0.781657 1.752600 1.973257 -0.4 0.4 0.0 0.7936
O -0.320082 2.238350 1.823967 0.3 -0.1 0.2 -0.6212
C 1.924827 1.932559 1.094633 0.5 -0.2 0.2 -0.0285
C 3.258111 1.660842 1.368796 -0.4 0.0 0.1 -0.2228
C 3.996398 2.025773 0.242328 0.1 0.0 -0.1 -0.3171
C 3.096910 2.497289 -0.687690 0.3 0.0 -0.1 -0.0235
N 1.854230 2.452841 -0.169735 0.1 0.1 0.3 -0.2883
C 0.660790 2.785339 -0.897836 -0.6 0.1 -0.4 -0.4221
N -0.598899 -0.569519 1.813557 0.2 -0.1 -0.3 -0.5870
H -1.302278 -2.970316 -4.043409 0.1 -0.1 0.0 0.2118
H -2.012117 -3.209452 -2.452087 0.0 -0.1 0.1 0.1978
H -3.032841 -2.711771 -3.805174 -0.1 -0.1 0.0 0.2100
H -1.805410 -0.554664 -3.964104 0.0 0.1 0.1 0.2150
H -2.569545 -0.726312 -2.388629 0.0 0.1 -0.1 0.2045
H 0.515506 -0.477880 -4.239637 0.0 0.0 -0.1 0.2073
H 2.761441 -0.207698 -3.272221 0.1 0.0 -0.1 0.2121
H 3.091946 -0.531571 -0.840024 0.1 0.0 0.1 0.2241
H 1.176978 -1.099394 0.590599 0.1 0.0 0.0 0.2510
H -2.134639 -1.852874 -0.667859 0.1 0.0 0.1 0.4133
H -4.770470 -2.133812 2.839163 0.0 0.0 0.0 0.4043
H -4.289806 -1.394672 4.344106 0.0 0.0 0.0 0.4065
H -0.525636 1.442231 4.239942 0.1 -0.2 0.0 0.2206
H 0.438811 -0.000885 4.659712 -0.1 0.1 -0.1 0.2203
H 3.630719 1.259559 2.289310 0.0 -0.1 0.2 0.2305
H 5.059159 1.956328 0.119066 0.2 0.0 -0.1 0.2240
H 3.267754 2.859863 -1.682986 -0.1 0.1 -0.2 0.2123
H 0.427225 1.997700 -1.619489 0.0 0.0 0.0 0.2108
H -0.166794 2.883609 -0.199321 0.1 0.0 -0.1 0.2578
H 0.803149 3.725420 -1.432185 0.0 0.0 0.0 0.2030
```
Forces are in eV/Å.



# 2
Here is a cluster of 2 separate species, C24H28N2O7 in total at a distorted geometry from OMol25. Energies are from ωB97M-V/def2-TZVPD.

Values from the calculation:
LUMO: -1.5 eV
SMILES: COc1cc(O)c2c(c1)C(=O)c1cccc(O)c1C2=O.CNC(=O)[C@H](CC(C)C)NC(C)=O
energy relative to the best compared isomer or geometry (same formula, charge and spin): 111.6 kJ/mol
HOMO-LUMO gap: 7.557 eV

Geometry as XYZ:
```
61
Properties=species:S:1:pos:R:3:forces:R:3:nbo_charge:R:1
C 4.379376 -0.656550 -3.872200 -0.2 -0.2 0.2 -0.2577
O 4.773800 -0.040259 -2.636997 -0.3 -0.4 0.4 -0.4882
C 4.229481 -0.509621 -1.464168 -0.1 -0.1 0.0 0.3572
C 4.676566 0.074982 -0.283894 0.3 0.3 -0.2 -0.3292
C 4.187596 -0.320594 0.954956 0.2 0.3 0.7 0.4541
O 4.675416 0.299022 2.064798 -0.3 -0.4 -0.7 -0.6771
C 3.215108 -1.331337 1.051686 -0.8 -0.8 -0.1 -0.3199
C 2.744882 -1.939045 -0.135542 1.2 1.2 -0.3 0.0092
C 3.261860 -1.519562 -1.374660 -0.5 -0.6 0.0 -0.3012
C 1.716033 -2.999530 -0.081763 -0.6 -0.8 -1.5 0.5152
O 1.315291 -3.523849 -1.120516 0.4 0.5 0.9 -0.5266
C 1.166897 -3.415812 1.224893 -0.7 -0.6 1.1 -0.1085
C 0.170229 -4.407337 1.290061 0.4 0.3 -0.4 -0.1831
C -0.356351 -4.814085 2.514737 0.5 0.6 0.4 -0.1593
C 0.112112 -4.233354 3.692096 -0.4 -0.4 -0.3 -0.2466
C 1.097811 -3.250541 3.654145 0.6 0.7 0.6 0.3518
O 1.520099 -2.721296 4.838351 -0.2 -0.3 -0.8 -0.6653
C 1.637141 -2.822313 2.423508 -0.1 -0.2 -0.7 -0.1831
C 2.675103 -1.771648 2.355052 -0.1 -0.1 -0.5 0.6352
O 3.093324 -1.251843 3.395266 0.2 0.2 0.5 -0.6569
H 4.914722 -0.186135 -4.702464 0.1 0.1 0.5 0.2067
H 3.305788 -0.531656 -4.046748 0.1 0.0 0.1 0.1834
H 4.624019 -1.723729 -3.872064 0.0 0.1 0.1 0.1850
H 5.425932 0.857158 -0.327077 0.0 0.0 0.0 0.2415
H 4.225807 -0.115615 2.839422 0.1 0.1 -0.2 0.5100
H 2.885134 -1.993896 -2.273985 0.0 0.0 0.2 0.2448
H -0.203088 -4.869174 0.378756 0.2 0.2 0.1 0.2398
H -1.127780 -5.578495 2.550674 0.1 0.1 0.0 0.2256
H -0.287841 -4.537301 4.654214 0.1 0.1 -0.1 0.2346
H 2.208389 -2.047559 4.624151 -0.2 -0.2 0.1 0.5108
C -2.354864 3.922377 1.466142 -0.4 -0.3 -0.2 -0.4072
N -2.987782 2.623699 1.692998 0.9 1.3 0.3 -0.6129
C -3.309394 1.666178 0.812280 -1.0 -1.0 -0.2 0.6762
O -3.823892 0.642768 1.243970 0.2 0.0 -0.5 -0.6248
C -3.074547 1.818747 -0.715040 0.2 0.5 -0.1 -0.1363
C -1.619769 1.493405 -1.130461 -0.3 -0.5 0.1 -0.3825
C -1.330591 0.007664 -1.426414 0.7 0.1 0.4 -0.2101
C 0.069677 -0.117705 -2.030757 -0.5 0.1 -0.3 -0.6060
C -1.377266 -0.897310 -0.196741 -0.7 0.1 -0.3 -0.6222
N -3.410334 3.148727 -1.247095 1.3 -0.6 0.2 -0.6160
C -4.631130 3.683222 -1.232656 -1.8 0.4 0.2 0.6682
C -4.774721 5.039608 -1.882233 0.0 -0.1 0.0 -0.7078
O -5.602785 3.139737 -0.730476 0.4 -0.3 0.1 -0.6169
H -3.087057 4.622722 1.062397 0.1 0.2 0.0 0.1943
H -1.519307 3.827595 0.773199 0.0 0.1 0.0 0.1937
H -1.981864 4.319503 2.411089 0.0 -0.2 -0.1 0.2131
H -3.237914 2.391962 2.642287 0.0 -0.1 -0.1 0.4096
H -3.738703 1.101238 -1.200713 -0.1 0.0 0.3 0.2374
H -1.396611 2.041529 -2.047291 0.0 0.1 -0.1 0.2011
H -0.930463 1.849752 -0.364184 0.2 0.0 0.1 0.2014
H -2.050244 -0.355563 -2.160431 -0.2 0.0 -0.1 0.1973
H 0.132952 0.470327 -2.945797 0.2 0.1 -0.1 0.1983
H 0.817875 0.234396 -1.320267 0.1 0.0 0.0 0.2008
H 0.266273 -1.160606 -2.280048 0.1 0.0 0.0 0.2202
H -0.769721 -0.482696 0.607410 0.0 0.0 0.1 0.1966
H -2.405194 -1.010872 0.139608 0.0 0.1 0.3 0.2419
H -1.013613 -1.891131 -0.454451 0.1 0.0 0.0 0.2091
H -2.677456 3.672464 -1.693242 0.1 0.0 0.0 0.3924
H -4.089108 5.742540 -1.413466 0.1 0.2 -0.1 0.2173
H -5.799893 5.384295 -1.749525 0.2 -0.1 0.0 0.2466
H -4.555413 4.952400 -2.944782 0.1 0.2 -0.1 0.2249
```
Forces are in eV/Å.



# 3
Here is a structure of composition C7H10DyFN at a distorted geometry from OMol25. Energies are from ωB97M-V/def2-TZVPD.

Values from the calculation:
LUMO (spin up / spin down): 3.2 / 3.3 eV
spin multiplicity: 6
total charge: -1
HOMO-LUMO gap (spin up / spin down): 5.083 / 5.072 eV

Geometry as XYZ:
```
20
Properties=species:S:1:pos:R:3:forces:R:3:mulliken_spin:R:1
C -0.940350 1.000736 -1.218559 0.0 1.4 1.0 0.0271
C 0.445606 0.821409 -1.469048 0.3 0.2 -0.9 -0.0289
C 1.222958 1.794973 -0.728508 -1.9 1.2 -0.1 0.0018
C 0.280458 2.638490 0.018210 -0.9 -1.0 -1.4 0.0014
C -1.066848 2.068552 -0.208340 1.0 1.0 -1.9 -0.0021
Dy 0.232948 0.455798 1.126219 0.5 -4.6 1.6 4.9660
N -1.013190 -1.263293 1.296035 -3.9 0.5 -1.1 0.0001
C -0.334171 -2.625805 0.455568 -2.2 1.4 1.6 0.0043
C 0.849070 -2.147777 -0.094584 3.8 1.4 -2.0 0.0215
H 2.309096 1.889756 -0.677977 -0.4 -0.1 -0.1 -0.0014
H 0.869727 0.046474 -2.178345 -0.6 1.2 1.2 0.0012
H 0.494774 3.417557 0.774267 0.0 -0.5 -0.7 -0.0045
H -2.023578 2.539761 0.104303 0.9 -0.6 -0.1 0.0026
H -1.814309 0.465112 -1.677457 1.3 0.4 0.7 0.0010
H 0.937944 -1.947178 -1.210254 -0.2 -0.6 1.5 -0.0014
H -1.069145 -3.109417 -0.229028 0.3 0.7 0.5 0.0017
H -2.065582 -1.313350 1.086491 1.6 0.2 0.5 0.0004
H 1.839932 -2.058142 0.439222 -1.2 -0.6 -0.4 0.0017
H -0.470388 -2.897913 1.484808 1.2 -2.3 0.1 -0.0064
F 1.315046 0.224258 2.906977 0.3 0.5 0.1 0.0138
```
Forces are in eV/Å.



# 4
Here is a structure of composition C11H24F5N3NaNbO2Te at a distorted geometry from OMol25. Energies are from ωB97M-V/def2-TZVPD.

Values from the calculation:
LUMO (spin up / spin down): -12.1 / -12.1 eV
total charge: +2
HOMO-LUMO gap (spin up / spin down): 4.585 / 4.570 eV

Geometry as XYZ:
```
48
Properties=species:S:1:pos:R:3:forces:R:3:lowdin_charge:R:1
N -1.071674 -0.002255 -1.368909 1.0 0.3 1.0 -0.2295
C -4.052543 -0.500224 -2.688615 -0.3 0.8 -0.9 -0.0050
O -4.338796 0.216315 -3.520269 0.4 -0.8 0.9 0.0321
Na 0.216090 1.488487 -2.530764 -0.2 0.6 -1.1 0.5466
Nb 0.000000 0.000000 0.000000 0.1 -1.0 0.5 1.5018
N -0.581417 1.606624 1.141827 -0.5 0.9 1.0 -0.0787
N 1.864134 0.547773 -0.950325 -0.2 -1.3 1.6 -0.1616
C -1.935176 2.159795 1.437855 -0.1 0.2 1.5 -0.5966
C 2.645571 -0.391502 -1.814615 0.2 -0.1 -1.3 -0.6242
C -2.393422 3.064547 0.277693 0.4 0.4 -1.0 -0.0087
C -1.933503 3.016756 2.725401 0.1 0.2 -0.1 -0.0391
C -2.934896 0.989763 1.586217 0.3 -0.9 -0.3 -0.0050
C 3.883267 0.299821 -2.428854 0.3 0.4 0.1 -0.0281
C 3.098657 -1.627884 -0.998865 -0.2 0.0 0.8 -0.0019
C 1.752428 -0.882830 -2.972420 -0.4 0.2 0.1 -0.0391
H -1.669731 3.895195 0.144882 -0.4 -0.4 0.0 0.1039
H -3.380444 3.507723 0.498449 0.5 -0.4 0.1 0.1213
H -2.460345 2.469891 -0.649147 0.0 0.3 0.3 0.0740
H -1.714040 2.421225 3.627281 -0.2 0.2 -0.3 0.1048
H -2.927915 3.474485 2.866015 0.5 -0.3 -0.1 0.1183
H -1.188722 3.829876 2.654727 -0.5 -0.2 0.1 0.0979
H -3.076394 0.504595 0.605425 -0.2 0.0 0.3 0.0762
H -3.915620 1.336667 1.960610 0.5 0.1 -0.3 0.1269
H -2.547249 0.236566 2.295181 -0.2 0.3 -0.2 0.0975
H 3.661451 1.357514 -2.668944 0.2 -0.4 -0.1 0.0982
H 4.178634 -0.208981 -3.363271 -0.2 0.2 0.5 0.1136
H 4.752058 0.279195 -1.749985 -0.3 0.0 -0.3 0.1013
H 3.715174 -1.320972 -0.135697 -0.2 -0.1 -0.4 0.0999
H 3.701409 -2.320657 -1.614043 -0.4 0.5 0.1 0.1260
H 2.212311 -2.164377 -0.617101 0.4 0.0 -0.1 0.0625
H 0.811085 -1.320040 -2.594131 0.3 0.0 -0.2 0.0734
H 2.280154 -1.639614 -3.576940 -0.3 0.3 0.3 0.1221
H 1.509230 -0.053401 -3.673058 0.2 -0.4 0.2 0.0879
C 2.702317 1.292984 0.001218 0.2 0.9 -0.3 -0.1105
H 2.164216 2.205018 0.312852 0.4 -0.4 -0.2 0.0691
H 2.957869 0.721416 0.922516 -0.1 0.0 -0.5 0.1217
H 3.662549 1.630345 -0.442671 -0.6 -0.4 0.2 0.1105
C 0.457042 2.052318 2.073098 0.6 -0.9 0.0 -0.0842
H 0.149260 1.968703 3.137278 -0.1 0.1 -0.7 0.1280
H 1.359772 1.424781 1.958632 -0.5 0.3 0.1 0.0599
H 0.779172 3.099570 1.897716 -0.3 -0.2 0.0 0.1424
F -2.667926 -2.785753 1.769909 2.7 -0.9 -2.0 -0.3730
Te -1.088179 -3.365726 0.676798 -0.5 -1.6 1.0 2.0742
F 0.486022 -3.993683 -0.394386 -2.5 1.3 1.6 -0.3820
F -1.877076 -2.498336 -0.937078 1.3 -1.5 2.6 -0.4318
F -0.322626 -4.289806 2.292231 -1.4 1.7 -3.0 -0.3528
F -2.074620 -5.031239 0.142601 1.9 3.2 1.1 -0.3341
O -0.085497 -1.662358 1.225019 -1.6 -1.1 -2.5 -0.7058
```
Forces are in eV/Å.



# 5
Here is the molecule C5H3BrO2S at a distorted geometry from OMol25. Energies are from ωB97M-V/def2-TZVPD.

Values from the calculation:
LUMO (spin up / spin down): 0.5 / -1.8 eV
spin multiplicity: 3
energy relative to the best compared isomer or geometry (same formula, charge and spin): 0.0 kJ/mol
HOMO-LUMO gap (spin up / spin down): 7.220 / 7.606 eV

Geometry as XYZ:
```
12
Properties=species:S:1:pos:R:3:forces:R:3:mulliken_spin:R:1
C 0.362307 -0.934583 -0.587180 -0.1 -1.0 -0.2 0.0075
C 0.478574 -1.617017 0.569397 0.2 0.3 -0.7 0.0413
C -0.262997 0.352460 -0.442053 0.0 0.5 -0.2 0.0366
C -0.605925 0.526277 0.939296 1.2 0.2 0.5 0.4833
C -1.452002 2.585722 0.575625 -1.9 3.3 -2.2 0.8232
O -0.446343 1.278482 -1.244723 1.2 -1.1 -0.5 0.3432
O -0.782724 1.799477 1.347620 0.9 -2.8 3.1 0.1383
S -0.046871 -0.749341 1.970969 -0.8 0.9 -0.1 0.0512
Br -2.943975 2.083604 -0.407856 -0.9 0.1 0.5 0.0623
H 0.661154 -1.309151 -1.547086 0.1 -0.2 -0.2 -0.0019
H 0.869730 -2.607682 0.698956 0.1 -0.2 0.0 0.0071
H -1.290638 3.643590 0.696294 0.1 -0.1 0.1 0.0079
```
Forces are in eV/Å.



Number 2 is which compound?
C24H28N2O7